# 1
DFT (ωB97M-V with the def2-TZVPD basis set) results for a cluster of 2 separate species, CH3N2OP in total at a distorted geometry.

XYZ file:
```
8
Properties=species:S:1:pos:R:3
P 2.213 -0.014 -0.004
H -2.698 0.058 -0.285
H -1.521 1.264 -0.518
O 2.028 -1.415 -0.180
N -0.633 -0.266 0.434
H -0.671 -1.232 0.639
N 2.911 1.272 -0.008
C -1.628 0.332 -0.078
```

For the gap between HOMO and LUMO, the calculation gives 9.4 eV. For the highest occupied orbital energy, the calculation gives -10.65 eV. Its total charge is 0. The energy above the lowest of the compared OMol25 structures with the same formula, charge and spin is 83.23 kcal/mol. Its multiplicity is 1. The LUMO energy is -1.271 eV. The SMILES is N#P=O.C=N. The value obtained for the total energy is -565.88959 hartree.

***

# 2
DFT (ωB97M-V with the def2-TZVPD basis set) results for a structure of composition C11H28IrN3OPSe2Te2 at a distorted geometry.

XYZ file:
```
49
Properties=species:S:1:pos:R:3
C 3.385 -2.577 -0.563
C 1.456 0.025 -2.570
H -0.599 3.630 -1.189
Te -2.812 -3.588 3.659
Se -0.801 -0.392 3.971
P 1.076 -0.901 0.039
C 2.036 -2.507 1.378
H -1.128 3.472 2.685
C -1.595 3.308 0.459
H -1.722 -1.562 -2.459
H 2.940 -2.082 1.995
N 1.692 -0.025 -1.293
H 2.396 0.851 0.506
H -1.952 4.888 0.252
N 2.237 -1.886 0.133
H 0.566 -0.922 -3.209
H 1.236 0.865 -2.790
H -1.603 2.421 -1.596
H 0.092 1.686 -0.730
Te -2.235 -1.319 5.361
H -1.653 -0.178 -0.866
H -0.877 -4.004 -2.015
H 1.820 1.906 -1.269
H -0.051 3.582 0.965
H -3.236 1.558 0.424
O -0.239 -0.548 0.448
N -0.362 -2.229 -1.266
H 0.322 -3.736 -0.327
C -2.485 1.811 1.006
C -2.911 4.231 0.428
C -0.390 -3.555 -1.022
C 2.335 1.057 -0.731
H 0.988 -2.113 2.080
H 3.454 -1.970 -1.523
H -3.248 4.240 1.498
H 2.160 -3.796 1.476
H 4.251 -2.016 -0.122
C -0.985 2.510 -0.905
H -3.398 4.343 -0.464
H -0.991 0.027 -2.124
H 3.433 1.147 -0.496
H 0.145 1.891 1.692
C -1.214 -1.037 -1.814
C -0.723 3.095 1.574
H 2.523 -0.400 -3.468
Ir -1.538 -0.102 1.827
H -1.410 -3.276 0.007
Se -3.478 -2.347 1.550
H 3.093 -3.476 -0.605
```

For the gap between HOMO and LUMO (alpha / beta), the calculation gives 5.1 / 5.3 eV. For the highest occupied orbital energy (alpha / beta), the calculation gives -2.70 / -3.18 eV. Its total charge is -1. Its multiplicity is 5. The LUMO energy (alpha / beta) is 2.422 / 2.112 eV. The value obtained for the total energy is -6458.85135 hartree.

***

# 3
DFT (ωB97M-V with the def2-TZVPD basis set) results for an isolated molecule of C12H15NOS2 at a distorted geometry.

XYZ file:
```
31
Properties=species:S:1:pos:R:3
H 1.146 2.868 2.340
H 1.795 -1.070 2.265
C 2.016 -0.032 1.659
H 3.897 3.459 -1.238
C 0.560 2.220 1.614
C 0.631 0.811 1.607
H -0.301 2.341 1.620
C 2.827 1.821 0.032
C -3.820 -1.500 -1.722
H -2.550 -1.101 2.146
H -3.029 -1.282 -3.840
C -2.153 -1.677 -0.117
H 2.553 0.614 2.426
C 3.727 2.281 -1.121
H -1.639 -2.870 1.695
O -0.425 -1.346 1.722
C -3.376 -1.687 -0.499
C -2.710 -1.522 -2.958
H 3.242 2.183 1.049
C -1.309 -1.576 -2.266
C -1.104 -1.630 -0.814
H 3.388 1.748 -1.931
H 4.747 1.870 -1.025
H -0.136 -1.581 -0.644
N -0.516 0.338 1.506
H -4.251 -1.465 0.279
S 2.832 0.043 0.229
S 1.222 2.579 -0.142
C -1.693 -1.826 1.423
H -4.856 -1.385 -2.269
H -0.715 -1.626 -3.027
```

For the gap between HOMO and LUMO, the calculation gives 9.1 eV. For the highest occupied orbital energy, the calculation gives -8.56 eV. Its total charge is 0. The energy above the lowest of the compared OMol25 structures with the same formula, charge and spin is 182.44 kcal/mol. Its multiplicity is 1. The LUMO energy is 0.502 eV. The SMILES is CC1SCC(=NOCc2ccccc2)CS1. The value obtained for the total energy is -1392.22128 hartree.